Below is a cluster of 14 separate species, C4H36N2O14S in total at a distorted geometry, with properties calculated with the ωB97M-V functional and the def2-TZVPD basis.

```
57
Properties=species:S:1:pos:R:3:forces:R:3
S 1.1381 -0.2584 -4.5618 -0.7 -0.2 0.2
O -2.2950 3.1008 3.2463 -0.1 -0.7 0.0
O -0.6682 2.6328 -2.3140 1.0 -1.4 0.2
O -4.5023 1.3531 -2.5248 -0.5 -1.6 3.5
O 1.9631 -1.1573 2.9742 -0.8 1.9 -0.8
O -1.2205 -3.0457 3.7027 1.2 -1.3 -3.0
O 4.2989 0.4233 2.5759 1.5 -1.2 -1.5
O 2.2727 3.0324 -1.0316 -0.3 -4.0 -3.1
O 3.2768 -1.8054 0.0864 2.7 4.5 -1.6
O -1.1337 -1.1397 1.8521 -1.3 -1.7 -0.8
O -4.3180 0.2773 1.1297 -2.6 -0.4 1.0
O 3.0209 2.7263 2.1220 -5.0 -0.9 -2.5
O -2.3950 -0.6503 -1.8686 -0.5 -0.1 -1.4
O -0.1181 2.8707 0.8759 -2.4 -1.9 -4.4
O -0.3313 0.4174 4.4306 -1.9 1.4 1.8
N 0.7462 -4.0762 -1.3009 -4.9 2.0 3.6
N -0.3722 -0.7222 -0.8644 2.7 0.3 0.2
C 0.3499 -1.4208 -1.9912 -1.1 -0.4 2.0
C -0.0200 -2.9462 -1.9074 -1.3 -1.7 -1.4
C -0.0297 -0.8079 -3.3246 -1.1 -0.3 -0.6
C -1.6897 -0.3968 -0.9338 0.2 0.3 3.6
H -1.0721 3.4834 -2.3692 -0.8 0.8 0.0
H 2.3441 2.7692 1.2573 2.7 -0.3 3.2
H 2.5311 2.0164 -1.3413 -0.7 3.9 1.6
H -0.6014 -1.6516 -3.8481 0.2 1.5 0.1
H -1.2351 -2.5610 4.4837 -0.7 1.0 2.2
H -4.0716 0.5839 -2.9077 0.1 -0.1 -0.3
H 0.4732 3.3374 1.3648 2.4 2.4 2.5
H 0.7031 -4.0480 -0.2208 -0.1 0.0 -2.3
H -1.7524 2.7251 3.9651 -0.5 0.0 -0.5
H 2.2664 -0.3990 -3.8852 0.7 0.0 0.4
H 0.2417 -0.6058 0.0003 -1.9 0.0 -1.6
H -4.3171 -0.4767 1.7401 0.1 0.4 -0.3
H -0.2219 -1.0372 2.1051 0.7 -0.6 0.5
H 2.8059 -1.4827 3.2472 1.0 -0.7 0.5
H 1.6536 -4.0794 -1.4966 4.8 0.0 -1.5
H -0.5344 0.3025 3.5406 -1.7 0.1 -2.5
H -0.1516 -3.2817 -2.9829 -0.2 0.2 1.1
H -0.9916 -2.8924 -1.3863 0.2 -0.7 -0.6
H 1.6043 3.1887 -1.7826 1.1 0.1 1.7
H -2.8314 2.3714 2.8671 0.6 0.6 0.6
H 3.9286 1.3145 2.6590 0.0 0.2 -0.5
H -1.3538 -2.1417 1.9134 1.0 2.7 0.5
H -2.1028 0.0493 0.0910 1.4 -0.7 -2.2
H -3.4649 0.3680 0.8001 2.1 0.2 -0.5
H -4.6984 0.9266 -1.5698 0.4 1.7 -3.1
H 0.4959 0.0444 4.3763 3.5 -1.4 0.8
H 2.8575 -2.3969 0.6300 -1.4 -1.9 2.6
H 4.9503 0.3897 1.8017 -1.4 0.6 1.9
H 1.3662 -1.5093 -1.7274 1.7 1.1 0.1
H -0.7168 0.1039 -3.2081 0.6 -1.2 -0.3
H 2.2323 -0.2269 2.7508 -0.3 -1.1 0.2
H 0.0179 3.1805 -0.0743 -0.1 -0.6 2.0
H -1.2115 2.0674 -1.7430 -0.1 0.6 -0.2
H -1.9109 -3.6773 3.5475 -0.6 -0.2 0.9
H 3.7695 3.1527 1.8043 2.2 1.6 -0.9
H 3.7045 -1.0391 0.6314 -1.5 -2.5 -1.0
```
Forces are in eV/Å.

Results
- Expectation value of S²: 0.75
- Total charge: +1
- M: 368.4 u
- 2S+1: 2
- Kohn-Sham gap (alpha / beta): 8.85 / 3.80 eV